No. 1
The following is a DFT calculation (ωB97M-V/def2-TZVPD) of a structure of composition C22H42F6N5O2PRhSbSe2Si4Te.

**HOMO-LUMO gap (spin up / spin down)**: 0.246 / 0.249 Eh
**LUMO (spin up / spin down)**: -3.9 / -4.3 eV
**HOMO energy (spin up / spin down)**: -10.64 / -11.11 eV
**Strongest force on any atom**: 0.495 eV/Å
**Energy**: -8807.99546 Ha
**Expectation value of S²**: 0.77
**Net charge**: +1
**Relative energy (zero: lowest compared OMol25 entry of this formula, charge and spin)**: 0.00 kJ/mol
**Spin multiplicity**: 2

Element x y z (Å)
Rh  -0.3925  -2.2767  1.1025
Se  -1.4701  -0.1241  0.4621
P  -2.6452  -1.4687  -0.9181
Se  -1.4927  -3.2785  -0.9702
C  -4.2148  -1.6359  -0.0713
C  -4.9944  -0.4910  0.1171
C  -6.2062  -0.5940  0.7726
C  -6.6418  -1.8327  1.2319
C  -5.8686  -2.9657  1.0408
C  -4.6471  -2.8736  0.3909
C  -2.8739  -0.6694  -2.5088
C  -2.9298  0.7177  -2.6122
C  -3.1577  1.3029  -3.8475
C  -3.3232  0.5063  -4.9722
C  -3.2580  -0.8767  -4.8688
C  -3.0302  -1.4696  -3.6378
H  -4.6635  0.4736  -0.2509
H  -6.8123  0.2882  0.9268
H  -7.5886  -1.9096  1.7494
H  -6.2027  -3.9232  1.4157
H  -4.0261  -3.7503  0.2661
H  -2.7880  1.3441  -1.7386
H  -3.2000  2.3806  -3.9319
H  -3.4988  0.9660  -5.9356
H  -3.3811  -1.4944  -5.7479
H  -2.9681  -2.5484  -3.5586
N  0.5316  -4.0631  1.6467
N  1.1804  -3.9191  2.8994
C  1.1716  -2.7014  3.5017
N  1.5179  -2.6658  4.7707
N  0.8525  -1.6630  2.7071
N  0.9094  -0.3988  3.2401
O  0.3731  0.4733  2.5896
O  1.5330  -0.1981  4.2687
H  -0.2770  -4.6816  1.7677
H  1.1930  -4.4661  0.9908
H  1.0305  -4.7077  3.5158
H  1.5776  -3.5184  5.3027
H  1.5924  -1.7709  5.2304
F  -1.5261  -2.5228  3.9112
Sb  -2.6323  -4.0773  4.0270
F  -2.8526  -3.8052  5.8593
F  -4.0959  -3.0146  3.5354
F  -3.6370  -5.6491  3.9980
F  -2.2041  -4.3213  2.1525
F  -1.0115  -5.0639  4.3426
C  5.5024  1.9698  -0.2929
Si  4.2209  0.6043  -0.3193
C  4.1266  -0.2659  1.3407
C  4.5961  -0.6318  -1.6796
Si  2.1503  1.6478  -0.7453
Te  0.7584  -0.5145  -0.8005
Si  1.6175  3.2962  0.8682
C  -0.2374  3.4418  1.0586
C  2.4727  2.9595  2.4943
C  2.3198  4.8654  0.1178
Si  1.8097  2.4003  -2.9547
C  1.7735  0.9697  -4.1628
C  0.1662  3.3036  -3.0025
C  3.2312  3.5481  -3.3739
H  6.5032  1.5524  -0.1567
H  5.3200  2.6669  0.5274
H  5.5037  2.5373  -1.2255
H  4.9778  -0.9410  1.4605
H  3.2130  -0.8600  1.4289
H  4.1453  0.4491  2.1652
H  5.4895  -1.2105  -1.4331
H  4.7790  -0.1260  -2.6299
H  3.7780  -1.3406  -1.8351
H  -0.6696  2.5137  1.4333
H  -0.7142  3.6946  0.1090
H  -0.4801  4.2281  1.7779
H  2.1731  2.0088  2.9342
H  2.2198  3.7471  3.2090
H  3.5581  2.9621  2.3730
H  1.8064  5.1393  -0.8056
H  3.3851  4.7675  -0.1025
H  2.2045  5.6947  0.8203
H  0.9858  0.2520  -3.9265
H  2.7261  0.4363  -4.1848
H  1.5829  1.3512  -5.1694
H  -0.6340  2.6788  -2.5982
H  -0.0950  3.5529  -4.0342
H  0.1951  4.2323  -2.4299
H  4.1648  2.9890  -3.4693
H  3.3757  4.3223  -2.6193
H  3.0472  4.0456  -4.3294

=====

No. 2
The following is a DFT calculation (ωB97M-V/def2-TZVPD) of a structure of composition C22H42FeN4O5S2.

**HOMO-LUMO gap (spin up / spin down)**: 0.285 / 0.228 Eh
**LUMO (spin up / spin down)**: -2.6 / -4.2 eV
**HOMO energy (spin up / spin down)**: -10.39 / -10.39 eV
**Strongest force on any atom**: 0.603 eV/Å
**Energy**: -3518.54981 Ha
**Expectation value of S²**: 8.76
**Net charge**: +1
**Relative energy (zero: lowest compared OMol25 entry of this formula, charge and spin)**: 62.96 kJ/mol
**Spin multiplicity**: 6

Element x y z (Å)
Fe  -0.6076  0.8308  0.1395
C  -2.6945  -2.4915  -0.8483
C  -1.5315  -1.9580  -1.6837
C  -0.2592  -2.8298  -1.5057
C  0.3406  -3.3311  -0.1642
C  1.5768  -4.1605  -0.5152
C  -0.5869  -4.1510  0.7262
N  0.7998  -2.1264  0.6069
C  1.2728  -2.2504  2.0125
C  1.9880  -0.9537  2.4131
N  1.3603  0.2966  1.9487
C  0.2290  0.6444  2.8280
C  -0.9707  -0.3021  2.6925
O  -1.6632  -0.5077  3.6567
O  -1.1388  -0.7528  1.4706
C  2.3160  1.4674  1.9097
C  3.7997  1.1464  2.0749
C  2.0278  2.3874  0.7090
C  2.1793  1.9243  -0.7553
C  1.8723  3.1414  -1.6253
C  3.5781  1.4158  -1.1134
N  1.1903  0.8068  -0.9655
C  1.0049  0.2791  -2.3396
C  -0.4674  0.0208  -2.7067
N  -1.3387  -0.4560  -1.6015
C  -2.6733  0.1874  -1.6824
C  -2.8043  1.5549  -1.0177
O  -4.1667  1.8422  -1.2394
O  -2.4108  1.5239  0.2795
H  -2.6360  -3.5776  -0.8208
H  -3.6586  -2.2539  -1.2895
H  -2.6694  -2.1083  0.1720
H  -1.7895  -2.1398  -2.7359
H  0.5587  -2.3884  -2.0836
H  -0.4940  -3.7530  -2.0412
H  1.2810  -5.0318  -1.0978
H  2.0829  -4.5260  0.3785
H  2.2892  -3.5885  -1.1160
H  -1.0605  -4.9354  0.1384
H  -1.3618  -3.5450  1.1896
H  -0.0126  -4.6414  1.5130
H  -0.0348  -1.4621  0.7632
H  1.5340  -1.6874  0.0563
H  1.9741  -3.0778  2.1049
H  0.3996  -2.4608  2.6250
H  2.9914  -1.0102  1.9966
H  2.0974  -0.9639  3.5048
H  -0.1210  1.6557  2.5827
H  0.5470  0.6785  3.8760
H  2.0753  2.0833  2.7830
H  4.2111  0.4842  1.3160
H  4.0064  0.7153  3.0539
H  4.3526  2.0835  2.0142
H  2.6667  3.2658  0.8297
H  1.0028  2.7742  0.8075
H  2.6385  3.8958  -1.4455
H  0.9065  3.5735  -1.3806
H  1.9007  2.9159  -2.6906
H  4.3448  2.1206  -0.7928
H  3.6715  1.2963  -2.1939
H  3.7961  0.4491  -0.6536
H  1.6115  0.0651  -0.4180
H  1.5998  -0.6296  -2.4548
H  1.4021  0.9842  -3.0663
H  -0.4890  -0.6869  -3.5435
H  -0.8877  0.9513  -3.0731
H  -3.3593  -0.3877  -1.0719
H  -3.0725  0.2373  -2.7009
C  -4.7522  4.6571  0.8481
O  -4.1274  3.5923  0.1199
C  -4.8762  2.7977  -0.5962
S  -6.4977  2.7881  -0.7582
S  -1.6002  2.8468  -1.4407
H  -5.1187  4.2733  1.7985
H  -5.5754  5.0804  0.2792
H  -3.9691  5.3916  1.0105

=====

No. 3
The following is a DFT calculation (ωB97M-V/def2-TZVPD) of a structure of composition C22H42HgO16S5.

**HOMO-LUMO gap**: 0.339 Eh
**LUMO**: 0.4 eV
**HOMO energy**: -8.84 eV
**Strongest force on any atom**: 1.620 eV/Å
**Energy**: -4211.70931 Ha
**Net charge**: 0
**Relative energy (zero: lowest compared OMol25 entry of this formula, charge and spin)**: 0.00 kJ/mol

Element x y z (Å)
Hg  -0.0983  0.7689  -0.2363
O  1.1364  3.0123  3.1134
C  0.7548  2.2392  2.0543
O  -0.2880  1.5552  2.1557
O  1.4231  2.3275  0.9927
H  1.9361  3.4356  2.7750
O  -2.7858  3.2077  -2.5125
C  -1.9163  2.3176  -1.9352
O  -1.6624  1.2812  -2.6081
O  -1.4809  2.5576  -0.7868
H  -2.9909  2.6879  -3.3010
C  1.7433  -0.1725  4.3601
C  0.7822  -1.1142  5.0777
C  -0.2330  -1.5816  4.0496
S  0.7106  -1.8578  2.5619
O  0.0443  -1.2354  1.4534
O  1.1112  -3.2418  2.4671
C  2.1270  -0.8669  3.0544
H  2.6286  -0.0205  4.9772
H  1.3149  0.8030  4.1436
H  0.3109  -0.6605  5.9480
H  1.3318  -1.9891  5.4417
H  -0.9184  -0.7554  3.8453
H  -0.8011  -2.4675  4.3243
H  2.4603  -0.2209  2.2472
H  2.9107  -1.5906  3.2913
C  -3.5592  -2.7471  -2.4200
C  -3.2036  -3.3438  -1.0458
C  -1.6766  -3.2753  -0.8783
S  -1.0627  -2.2022  -2.1732
O  -0.5353  -2.9680  -3.2680
O  -0.2245  -1.1938  -1.5773
C  -2.6681  -1.5445  -2.6098
H  -4.6229  -2.5106  -2.4571
H  -3.4039  -3.5150  -3.1833
H  -3.5932  -4.3533  -0.9364
H  -3.6781  -2.7222  -0.2831
H  -1.1935  -4.2506  -0.9031
H  -1.4238  -2.8353  0.0861
H  -2.6182  -1.1277  -3.6099
H  -2.8778  -0.7705  -1.8718
C  -4.0042  -0.0587  3.6107
C  -3.3680  1.3236  3.3407
C  -3.6825  1.7545  1.9224
S  -3.6793  0.2425  0.9707
O  -2.3566  0.0261  0.4467
O  -4.8215  0.2128  0.1076
C  -3.8402  -0.9125  2.3664
H  -5.0571  -0.0382  3.9067
H  -3.5124  -0.4596  4.5011
H  -2.2863  1.1915  3.4443
H  -3.6431  2.0437  4.1092
H  -2.9156  2.3962  1.4876
H  -4.6801  2.1823  1.8428
H  -2.8787  -1.4311  2.3281
H  -4.6178  -1.6411  2.1524
C  2.9377  -2.9538  -2.2280
C  4.1955  -3.1109  -1.3800
C  4.1283  -2.0686  -0.2590
S  3.2747  -0.6464  -1.0067
O  4.1466  0.4659  -1.2727
O  2.0857  -0.4593  -0.2009
C  2.8755  -1.4695  -2.5473
H  2.0302  -3.3588  -1.7799
H  3.0867  -3.5470  -3.1331
H  5.1014  -2.9291  -1.9636
H  4.3225  -4.0804  -0.8947
H  5.0335  -1.7313  0.2361
H  3.3920  -2.3777  0.4853
H  3.7894  -1.2661  -3.1177
H  2.0410  -1.0777  -3.1144
C  1.0951  4.5987  -2.9443
C  2.5572  4.7364  -2.4516
C  3.2117  3.3570  -2.4037
S  2.0152  2.1882  -3.0608
O  1.2298  1.6635  -1.9704
O  2.6274  1.3009  -4.0043
C  0.9994  3.4116  -3.8651
H  0.7852  5.5435  -3.3873
H  0.4711  4.4414  -2.0623
H  2.5451  5.1917  -1.4632
H  3.1172  5.3926  -3.1162
H  3.6068  2.9980  -1.4600
H  4.0002  3.2972  -3.1562
H  -0.0203  3.0521  -3.9878
H  1.4517  3.5464  -4.8508

=====

Look up the energy of the third one.
-4211.70931 Ha

=====

The lowest energy belongs to which entry?
C22H42F6N5O2PRhSbSe2Si4Te